1.
{"formula": "C41H52ClF5NO10PS2", "method": "the ωB97M-V functional and the def2-TZVPD basis", "symbols": ["C", "C", "Cl", "C", "N", "C", "C", "C", "C", "C", "C", "O", "C", "O", "C", "C", "P", "C", "O", "C", "C", "C", "F", "C", "S", "C", "C", "S", "C", "O", "C", "C", "F", "F", "C", "F", "F", "C", "C", "C", "C", "C", "C", "C", "C", "C", "C", "H", "H", "H", "H", "H", "H", "H", "H", "H", "H", "H", "H", "H", "H", "H", "H", "H", "H", "H", "H", "H", "H", "H", "H", "H", "H", "H", "H", "H", "H", "H", "H", "H", "H", "H", "H", "C", "C", "O", "C", "O", "O", "C", "H", "H", "H", "H", "H", "H", "H", "H", "C", "C", "O", "C", "O", "O", "C", "H", "H", "H", "H", "H", "H", "H", "H"], "positions_angstrom": [[1.43443, 4.42532, 3.98318], [1.20607, 3.58906, 2.63833], [0.02237, 4.54754, 1.65005], [0.69650, 2.16203, 3.09473], [-0.24112, 1.47294, 2.14421], [0.51136, 0.59393, 1.25991], [0.73704, 0.94310, -0.16778], [0.12885, 2.26878, -0.73274], [-0.47681, 2.12765, -2.19168], [0.34717, 2.95923, -3.25803], [-0.50663, 3.09662, -4.58786], [-0.80162, 4.49261, -4.79980], [-2.04232, 4.84974, -4.27953], [-2.12508, 5.77865, -3.52947], [1.52376, 0.09924, -1.07888], [2.08922, -1.16852, -0.59715], [3.03457, -2.22466, -1.81419], [1.94644, -3.77698, -1.98617], [3.00532, -1.55208, -3.38179], [1.90177, -1.57168, 0.81406], [2.51428, -2.93347, 1.30970], [1.34391, -3.99391, 1.53620], [1.65050, -4.81012, 2.66595], [1.14877, -0.68813, 1.69300], [0.88045, -1.12118, 3.45696], [-0.82904, -0.50643, 3.68707], [-1.80552, -1.21422, 4.51844], [-1.39953, -2.74693, 5.41371], [-3.18097, -0.67781, 4.62546], [-4.05883, -1.44357, 5.41106], [-3.60214, 0.56612, 3.93239], [-5.07658, 0.99092, 4.13656], [-5.49277, 0.85820, 5.47820], [-5.38625, 2.28126, 3.77783], [-6.00348, -0.05550, 3.33301], [-7.12134, 0.63380, 2.89334], [-5.25865, -0.61860, 2.31329], [-2.59126, 1.22695, 3.10647], [-2.94463, 2.50818, 2.29679], [-3.00866, 3.82813, 3.17374], [-3.94498, 4.93151, 2.57563], [-5.11664, 4.64878, 1.72992], [-5.97399, 5.71623, 1.17533], [-5.73657, 7.13345, 1.45869], [-4.58538, 7.42849, 2.34426], [-3.71257, 6.36688, 2.86955], [-1.19411, 0.72422, 2.97577], [0.39664, 4.75281, 4.29258], [1.83003, 3.77112, 4.80055], [2.03862, 5.34451, 3.78807], [2.19784, 3.50826, 2.11270], [1.61946, 1.51216, 3.16903], [0.25624, 2.19998, 4.13015], [0.93592, 3.05630, -0.66858], [-0.72749, 2.53446, -0.05200], [-0.55868, 1.03464, -2.43218], [-1.51203, 2.58431, -2.16334], [1.32898, 2.44610, -3.43454], [0.50149, 3.99379, -2.84096], [-1.42142, 2.43986, -4.55470], [0.13183, 2.69627, -5.42740], [-2.92879, 4.25201, -4.63427], [1.69983, 0.40928, -2.14143], [0.98372, -3.59206, -1.42566], [1.63907, -3.95461, -3.05667], [2.47412, -4.68992, -1.61257], [2.37183, -2.08290, -3.90273], [2.99582, -2.82197, 2.32544], [3.28015, -3.33896, 0.59349], [0.39574, -3.41998, 1.73738], [1.18086, -4.66161, 0.65386], [-0.16682, -2.57785, 5.99312], [-3.93078, -1.11813, 6.32150], [-6.33371, -0.83715, 4.07233], [-3.91865, 2.29546, 1.76693], [-2.21595, 2.73098, 1.46482], [-3.46396, 3.55915, 4.17583], [-1.99403, 4.24395, 3.41563], [-5.41555, 3.60999, 1.46621], [-6.84535, 5.48086, 0.50812], [-6.39744, 7.93400, 1.04894], [-4.42784, 8.51145, 2.58692], [-2.87594, 6.72130, 3.52396], [6.81544, -1.43757, -4.87986], [6.41457, -1.27130, -3.42736], [7.39447, -1.84180, -2.54770], [8.51594, -1.13136, -2.39400], [8.76555, -0.07239, -2.91182], [9.33093, -1.81481, -1.57748], [10.61346, -1.21384, -1.40690], [7.01319, -2.48815, -5.10484], [6.02712, -1.07373, -5.54079], [7.73053, -0.88715, -5.10528], [5.48322, -1.80965, -3.24713], [6.23537, -0.22396, -3.17384], [10.52471, -0.17789, -1.07892], [11.17969, -1.27342, -2.33771], [11.14373, -1.77660, -0.64015], [-2.06668, -8.60836, -1.67501], [-2.28754, -7.13712, -1.38516], [-1.47654, -6.30856, -2.23088], [-1.89217, -6.19344, -3.49721], [-2.87015, -6.70636, -3.97550], [-1.01167, -5.42265, -4.15257], [-1.27930, -5.29930, -5.54934], [-1.00579, -8.85800, -1.60318], [-2.62646, -9.22749, -0.97253], [-2.38593, -8.86617, -2.68607], [-1.98467, -6.92118, -0.35954], [-3.34004, -6.85986, -1.47561], [-2.29745, -4.95323, -5.72821], [-1.10624, -6.25426, -6.04763], [-0.58632, -4.56408, -5.95604]], "atomic_forces_ev_per_a": [[-1.1, -0.2, -0.7], [0.6, 0.1, 1.8], [0.7, -0.4, 0.3], [1.0, 0.2, -0.4], [0.4, -1.4, 1.4], [2.0, -2.1, -2.9], [0.2, -0.5, 0.5], [-0.3, -0.9, 0.4], [0.4, 0.9, 0.5], [-1.1, -0.7, 0.4], [1.5, -1.0, 0.0], [-1.4, -0.8, 0.2], [0.8, 0.6, 0.2], [-0.3, -0.6, -0.6], [-0.3, -0.9, 2.6], [-2.0, 1.8, 0.4], [1.1, -0.8, 0.3], [-1.0, 0.6, -0.1], [-1.2, -0.7, 1.1], [0.0, 1.0, -1.0], [-1.0, -0.1, 0.5], [0.2, 0.6, 0.1], [-0.3, 0.7, -1.1], [-0.8, 1.3, -0.8], [-0.9, 0.2, -0.8], [-1.2, 1.0, -0.6], [0.0, 2.0, -0.8], [-0.3, 0.3, -0.2], [1.7, 0.5, -0.8], [0.7, 1.2, -0.5], [2.7, -1.4, 0.9], [-0.6, -0.8, -0.3], [0.8, 0.4, -1.4], [0.5, -1.4, 0.3], [0.0, 0.7, 1.3], [1.3, -1.0, -0.2], [-1.4, 0.8, 0.6], [0.9, -0.3, -0.1], [-0.2, 0.3, -0.4], [-1.3, -0.1, 0.6], [-1.2, 2.1, -1.0], [0.2, 1.9, 0.1], [1.3, 0.9, 1.0], [2.0, -2.4, 1.4], [-1.0, -1.6, -0.9], [-1.6, 0.0, -1.1], [-2.6, -1.4, 1.2], [1.2, -0.3, -0.1], [0.0, 0.7, -0.8], [-0.3, -0.9, 0.3], [-1.3, 0.1, 0.1], [-0.8, 0.9, 0.2], [0.1, 0.2, -1.2], [-1.0, -0.6, -0.2], [1.2, 0.0, -0.6], [0.0, 1.0, -0.1], [1.0, -0.7, -0.1], [-0.8, 0.7, 0.0], [0.0, -1.1, -0.5], [0.6, 0.9, 0.1], [-0.8, 0.8, 0.5], [0.8, 0.2, 0.2], [-0.3, -0.3, 1.2], [1.0, -0.5, -0.5], [0.4, 0.1, 1.0], [-0.4, 0.9, -0.3], [0.2, 0.6, 0.1], [-0.4, 0.0, -1.1], [-0.7, 0.6, 0.7], [0.9, -0.8, 0.1], [0.3, 0.5, 0.8], [-0.6, 0.6, -0.7], [-0.3, -0.3, -0.3], [0.4, 0.6, -1.0], [0.9, 0.4, 0.8], [-0.6, -0.7, 1.0], [0.5, 0.3, -1.0], [-0.9, -0.4, -0.6], [0.4, 0.9, 0.3], [1.0, -0.1, 0.8], [0.8, -0.8, 0.4], [0.2, -1.3, -0.1], [-0.7, -0.7, -0.7], [0.4, 0.0, -0.1], [-0.4, 0.1, -0.5], [0.2, 0.1, 0.2], [-0.1, -0.2, -0.1], [0.0, -0.1, 0.2], [-0.2, 0.1, -0.1], [0.4, 0.1, 0.1], [-0.2, 0.0, 0.0], [0.0, 0.0, 0.1], [-0.1, 0.1, 0.0], [0.3, -0.1, 0.2], [0.2, 0.0, 0.0], [0.0, 0.0, -0.2], [-0.1, 0.2, 0.0], [-0.2, -0.1, 0.0], [0.1, -0.1, -0.3], [-0.3, -0.5, 0.3], [0.0, 0.3, -0.2], [0.1, -0.2, 0.2], [0.1, 0.2, 0.0], [-0.1, 0.0, 0.1], [0.0, 0.1, -0.4], [0.0, 0.0, 0.2], [0.0, 0.1, 0.0], [-0.1, 0.1, 0.1], [0.2, 0.2, -0.2], [0.1, 0.0, -0.2], [0.0, -0.2, 0.1], [-0.2, 0.0, 0.0], [0.1, 0.0, 0.3]], "mulliken_charge": [-1.284, 0.126, -0.106, -1.018, 1.544, -1.467, -0.328, 0.800, -1.093, -0.325, -0.698, -0.352, 0.185, -0.442, -0.626, 0.704, 0.240, -0.932, -0.449, -0.910, -1.420, 0.062, -0.353, 1.614, -0.380, 1.215, 0.366, -0.292, 0.184, -0.608, -0.055, 0.748, -0.341, -0.219, 0.054, -0.294, -0.251, 0.092, 0.346, -0.024, 0.705, -0.257, -0.651, -0.521, -0.503, -0.460, -1.840, 0.296, 0.354, 0.346, 0.493, 0.278, 0.546, 0.482, -1.098, 0.505, 0.316, 0.303, 0.345, 0.376, 0.315, 0.360, 0.578, 0.265, 0.299, 0.351, 0.260, 0.461, 0.439, 0.242, 0.113, 0.190, 0.324, 0.312, 0.345, -0.655, 0.355, 0.012, 0.188, 0.308, 0.353, 0.306, 0.296, -1.276, 0.452, -0.364, 0.766, -0.556, -0.341, -0.633, 0.332, 0.348, 0.350, -0.270, 0.351, 0.292, 0.289, 0.225, -1.122, -0.183, -0.285, 0.672, -0.558, -0.246, -0.682, 0.289, 0.369, 0.311, 0.297, 0.308, 0.307, 0.315, 0.201], "total_charge": 0, "e_tot_ev": -122390.2984, "e_homo_ha": -0.30775, "e_lumo_ev": 0.0, "spin_multiplicity": 1, "gap_ha": 0.3070, "smiles": "C[C@H](Cl)CN1c2c(CCCCOC=O)cc(P(C)O)c(CCF)c2Sc2c(S)c(O)c(C(F)(F)C(F)F)c(CCc3ccccc3)c21.CCOC(=O)OC.CCOC(=O)OC"}

2.
{"formula": "C34H32BiN4O6S3Sb2", "method": "the ωB97M-V functional and the def2-TZVPD basis", "symbols": ["Bi", "C", "Sb", "C", "C", "C", "C", "C", "C", "C", "C", "C", "Sb", "C", "C", "H", "H", "H", "H", "H", "H", "H", "H", "H", "H", "H", "H", "H", "H", "H", "H", "H", "H", "H", "H", "O", "C", "C", "O", "C", "C", "O", "C", "O", "O", "O", "C", "C", "C", "C", "C", "C", "C", "N", "C", "C", "N", "H", "H", "H", "H", "H", "H", "H", "S", "C", "S", "C", "N", "N", "C", "C", "C", "C", "C", "C", "S", "H", "H", "H", "H", "H"], "positions_angstrom": [[0.07949, -0.22378, -0.23132], [-3.32856, 2.58656, 2.42025], [-2.25240, 2.13474, 0.57155], [-3.12085, 0.16333, 0.47183], [-3.84583, 2.91885, -0.75982], [-3.43846, 4.27862, -1.15482], [-3.78592, 5.33894, -0.32459], [-3.33818, 6.62441, -0.55572], [-2.50216, 6.86059, -1.63283], [-2.15444, 5.81813, -2.47217], [-2.62225, 4.52291, -2.27124], [-2.29735, 3.48281, -3.27239], [-1.11224, 1.71525, -2.58217], [0.39377, 3.07642, -1.84290], [-0.05636, 1.54600, -4.49132], [-4.36943, 2.28177, 2.32495], [-3.27391, 3.64879, 2.64453], [-2.85659, 2.03665, 3.22952], [-4.18933, 0.22874, 0.67193], [-2.65673, -0.48219, 1.20980], [-2.95847, -0.27252, -0.51232], [-4.77928, 2.93130, -0.20177], [-3.91904, 2.23496, -1.60250], [-4.41921, 5.12943, 0.52675], [-3.63028, 7.42770, 0.10724], [-2.12803, 7.85572, -1.82092], [-1.51257, 6.01263, -3.32126], [-1.73802, 3.93120, -4.09157], [-3.21220, 3.05672, -3.68528], [0.62091, 3.80374, -2.61915], [1.29096, 2.52999, -1.58495], [0.02153, 3.59561, -0.96287], [-0.06096, 2.48620, -5.03802], [-0.50752, 0.77002, -5.10268], [0.96699, 1.24881, -4.27646], [1.15413, -6.41200, 0.88594], [0.93195, -5.22799, 0.75481], [1.96424, -4.13427, 0.57639], [3.17347, -4.28105, 0.52767], [1.19260, -2.91189, 0.44263], [-0.18550, -3.15600, 0.48404], [-1.03597, -2.20831, 0.32177], [-0.43707, -4.57822, 0.71379], [-1.50758, -5.14485, 0.84720], [1.64387, -1.70087, 0.26026], [0.10810, -0.72627, -2.46913], [1.05591, -1.35485, -3.10966], [0.69187, -2.20961, -4.16664], [1.63367, -2.88731, -4.89947], [2.98198, -2.76023, -4.58247], [3.36521, -1.91199, -3.56957], [2.43439, -1.17060, -2.83104], [2.88862, -0.23696, -1.82812], [2.14513, 0.48980, -0.99834], [2.98860, 1.24058, -0.23328], [4.26654, 0.99715, -0.61559], [4.19092, 0.07624, -1.62405], [-0.36410, -2.29271, -4.38240], [1.32555, -3.52648, -5.71423], [3.72672, -3.32732, -5.12042], [4.41643, -1.83607, -3.33746], [2.60120, 1.87617, 0.53821], [5.19739, 1.39595, -0.27295], [4.97472, -0.35276, -2.08641], [4.25058, -2.53441, 4.77647], [3.02187, -1.72647, 4.06171], [3.20554, -0.28339, 3.06246], [1.43560, -0.23614, 2.88817], [0.85006, -1.20840, 3.47523], [1.70201, -2.02578, 4.12713], [1.12224, -3.06631, 4.88271], [1.51499, -3.30137, 6.19382], [0.85432, -4.26173, 6.93614], [-0.18496, -4.98910, 6.38205], [-0.55364, -4.76830, 5.06479], [0.09175, -3.80410, 4.31257], [0.63854, 1.03656, 2.09254], [2.32513, -2.73604, 6.62456], [1.14977, -4.43113, 7.95980], [-0.70580, -5.72752, 6.97539], [-1.34627, -5.34642, 4.61496], [-0.20177, -3.61630, 3.29072]], "atomic_forces_ev_per_a": [[-0.2, -1.3, 0.3], [0.3, 0.1, -0.3], [-1.5, 0.1, 0.6], [0.2, 0.1, 0.1], [0.3, -0.3, 0.1], [0.1, 0.4, -0.1], [0.0, 0.0, 0.0], [0.0, 0.1, 0.1], [0.0, 0.2, 0.1], [0.0, 0.1, 0.0], [-0.1, 0.3, 0.1], [0.1, -0.7, 0.0], [0.1, 1.4, -1.5], [-0.1, 0.0, 0.1], [-0.4, -0.2, 0.3], [0.0, 0.0, -0.1], [0.0, 0.1, 0.0], [0.1, -0.1, 0.1], [0.0, 0.1, 0.0], [0.0, -0.2, 0.1], [-0.1, 0.0, -0.1], [0.0, -0.1, 0.1], [-0.1, -0.1, 0.0], [-0.1, 0.0, 0.1], [0.0, 0.0, 0.0], [0.1, 0.1, 0.0], [0.0, 0.0, -0.1], [0.1, -0.1, -0.1], [-0.1, 0.0, -0.1], [0.0, 0.0, -0.1], [0.1, 0.1, 0.0], [0.0, 0.0, 0.0], [0.0, 0.1, 0.1], [0.0, -0.1, -0.1], [0.1, 0.0, 0.1], [-0.1, 0.8, -0.1], [0.2, -1.0, 0.1], [0.8, 0.1, -0.1], [-0.5, 0.1, 0.0], [-0.6, 0.1, 0.1], [0.4, 0.1, -0.1], [0.0, 0.2, 0.0], [-0.8, -0.3, 0.1], [0.5, 0.2, 0.0], [-0.1, -0.1, -0.1], [0.1, -0.2, 0.3], [0.3, 0.1, -0.1], [0.0, 0.0, -0.1], [-0.1, 0.0, 0.1], [0.3, 0.0, -0.1], [-0.1, 0.0, 0.0], [-0.2, -0.5, -0.4], [0.1, 0.3, 0.0], [0.4, -0.2, -0.4], [0.6, 0.2, 0.0], [-0.1, 0.3, 0.3], [-0.2, -0.3, -0.2], [-0.1, 0.0, 0.0], [0.0, -0.1, 0.0], [0.1, 0.0, 0.0], [0.2, 0.0, 0.0], [0.1, 0.1, 0.1], [0.2, 0.0, 0.1], [-0.1, 0.1, 0.0], [0.7, -0.2, 0.1], [0.2, 0.3, -0.2], [-0.8, -0.6, 0.4], [1.2, -0.3, 0.4], [-1.1, 0.3, -0.2], [0.9, 0.3, -0.2], [-0.4, -0.5, 0.3], [0.0, 0.1, -0.1], [0.0, 0.0, 0.0], [0.0, -0.1, 0.0], [0.0, 0.0, 0.0], [0.2, 0.1, 0.0], [-0.4, 0.9, 0.1], [0.0, 0.0, 0.0], [0.0, 0.0, 0.1], [0.0, -0.1, 0.0], [-0.1, 0.0, -0.1], [0.0, 0.1, 0.0]], "mulliken_charge": [1.309, -1.379, 0.378, -1.586, -1.570, 0.758, -0.738, -0.723, -0.655, -0.834, 1.631, -2.141, 0.893, -1.197, -1.391, 0.425, 0.370, 0.372, 0.664, 0.351, 0.484, 0.799, 0.539, 0.394, 0.383, 0.391, 0.324, 0.528, 0.584, 0.532, 0.344, 0.288, 0.496, 0.407, 0.315, -0.626, 0.630, -0.255, -0.714, 0.229, 1.371, -0.937, -0.093, -0.688, -0.759, -0.662, 0.351, -0.703, -0.467, -0.821, -1.327, 0.700, 0.543, 1.048, -0.633, -1.181, -0.097, 0.481, 0.422, 0.397, 0.351, 0.682, 0.482, 0.176, -0.381, 0.267, -0.141, 0.262, -0.700, 0.755, 0.101, -0.442, -0.655, -0.398, -0.794, -0.083, -0.533, 0.401, 0.363, 0.378, 0.425, 0.526], "total_charge": -1, "e_tot_ev": -105444.8907, "e_homo_ha": -0.19088, "e_lumo_ev": 2.1, "spin_multiplicity": 1, "gap_ha": 0.2689, "de_lowest_ev": 1.511}

3.
{"formula": "CH3Cl2OPS", "method": "the ωB97M-V functional and the def2-TZVPD basis", "symbols": ["C", "O", "P", "S", "Cl", "Cl", "H", "H", "H"], "positions_angstrom": [[0.14213, 0.66172, 0.41314], [1.31062, -0.00030, 0.87835], [1.29261, -0.79723, 2.26749], [-0.95022, -1.19925, 2.91999], [2.63637, -2.18043, 1.85600], [2.31214, 0.42446, 3.46727], [0.25009, 1.81850, 0.60412], [-0.70520, 0.20933, 0.91444], [0.03707, 0.42406, -0.71979]], "atomic_forces_ev_per_a": [[-0.3, 1.7, -1.9], [0.4, -0.7, 0.6], [-4.0, 0.5, 0.0], [4.2, 0.3, -0.9], [0.1, -0.6, 0.1], [0.0, 0.1, 0.5], [-0.3, -2.4, -0.4], [-0.3, 0.4, 0.1], [0.4, 0.6, 1.9]], "nbo_charge": [-0.279, -0.826, 1.378, -0.517, -0.177, -0.208, 0.197, 0.230, 0.202], "total_charge": 0, "e_tot_ev": -48302.4512, "e_homo_ha": -0.33063, "e_lumo_ev": -0.9, "spin_multiplicity": 1, "gap_ha": 0.2961, "smiles": "COP(=S)(Cl)Cl", "de_lowest_ev": 2.201}

4.
{"formula": "C4H2NO3", "method": "the ωB97M-V functional and the def2-TZVPD basis", "symbols": ["C", "C", "C", "C", "N", "O", "O", "O", "H", "H"], "positions_angstrom": [[0.67533, 0.05205, 1.39114], [-0.40742, -1.50134, -0.25232], [-0.16572, 1.10801, -0.68780], [0.04875, -0.15468, 0.11468], [1.14056, 0.17796, 2.43744], [-1.43225, -2.08527, -0.11263], [0.78941, -1.73644, -0.67064], [-1.04449, 1.53493, 0.18317], [0.83903, 1.64217, -0.58659], [-0.44320, 0.96261, -1.81645]], "atomic_forces_ev_per_a": [[-0.1, -0.2, 0.1], [1.7, 0.7, 0.1], [2.7, -0.3, -1.4], [-0.6, 1.4, -0.1], [0.1, 0.0, -0.2], [-1.2, -1.1, -0.2], [-0.7, -0.4, 0.1], [-1.5, -0.3, 1.0], [-0.7, 0.0, -0.9], [0.3, 0.1, 1.7]], "nbo_charge": [0.284, 0.736, -0.033, 0.073, -0.350, -0.621, -0.623, -0.702, 0.106, 0.131], "total_charge": -1, "e_tot_ev": -11811.5554, "e_homo_ha": [-0.18012, -0.18024], "e_lumo_ev": [3.8, 3.8], "spin_multiplicity": 1, "gap_ha": [0.3203, 0.3204], "de_lowest_ev": 2.666}